Record 1
The following is a DFT calculation (ωB97M-V/def2-TZVPD) of C3H4GdO3 as an isolated structure.

Output
2S+1	9
<S²>	20.022
LUMO (alpha / beta)	-9.81 / -10.10	eV
gap between HOMO and LUMO (alpha / beta)	8.303 / 10.353	eV
HOMO level (alpha / beta)	-18.108 / -20.456	eV
charge	+2

Last column: Mulliken charge in e.
Element x y z (Å)
O1 -0.7362 0.3064 1.0773  -0.2429
C1 -0.6133 1.1816 0.0683  0.8112
C2 0.7430 -0.5154 0.9977  -0.2330
O2 -1.5869 1.9565 -0.2512  -0.7227
O3 -0.0968 0.4255 -1.0157  -0.1030
C3 0.7770 -0.6144 -0.5205  -0.2486
Gd1 -2.8261 0.6147 -1.5166  1.5568
H1 0.6489 -1.4542 1.5477  0.3110
H2 1.5464 0.0976 1.4230  0.3060
H3 0.3771 -1.5764 -0.8604  0.2715
H4 1.7669 -0.4218 -0.9497  0.2937

=====

Record 2
The following is a DFT calculation (ωB97M-V/def2-TZVPD) of C29H38IN5NbS as an isolated structure.

Output
2S+1	1
LUMO	2.11	eV
gap between HOMO and LUMO	6.348	eV
HOMO level	-4.243	eV
charge	-1

Last column: Mulliken charge in e.
Element x y z (Å)
C1 4.2296 1.7805 2.0461  -0.7638
C2 3.9156 3.2580 2.2680  -0.2210
C3 2.4765 3.6420 1.8819  -0.9666
I1 2.1358 5.6270 2.7462  -0.0975
Nb1 0.6487 2.2751 2.3593  -0.3350
C4 -0.7647 0.5884 2.1972  -1.1392
S1 -0.7839 3.4558 3.9989  -0.3908
H1 3.7457 1.4262 1.1319  0.0073
H2 3.8277 1.1492 2.8363  0.0101
H3 5.3066 1.6157 1.9588  0.4369
H4 4.1011 3.5210 3.3121  0.3445
H5 4.6269 3.8524 1.6827  0.3199
H6 2.5004 3.8929 0.8227  0.5095
H7 -0.2204 3.1756 0.9658  0.0114
H8 1.3841 1.2643 1.0822  0.1650
H9 1.6569 1.4513 3.7250  0.0264
H10 -1.5465 0.7414 2.9434  0.5097
H11 -0.1919 -0.3127 2.4343  0.2952
H12 -1.2125 0.4205 1.2175  0.2148
H13 -1.9967 3.1809 3.5226  0.0602
N1 1.3577 1.0242 -1.9248  -0.3266
C5 0.2020 0.5203 -2.3359  -0.4645
C6 0.1124 -0.5295 -3.2460  -0.0015
C7 1.2861 -1.0705 -3.7462  -0.2659
C8 2.4974 -0.5542 -3.3081  -0.5461
C9 2.4775 0.4931 -2.3932  -0.2315
H14 -0.6896 0.9692 -1.9108  0.3291
H15 -0.8459 -0.9214 -3.5582  0.3103
H16 1.2508 -1.8889 -4.4558  0.4479
H17 3.4416 -0.9501 -3.6607  0.3717
H18 3.4053 0.9138 -2.0184  0.3352
N2 -4.5288 3.8801 3.5701  -0.4405
C10 -4.7029 4.9070 4.3917  -0.1593
C11 -5.3949 6.0569 4.0333  -0.3957
C12 -5.9229 6.1410 2.7551  -0.1688
C13 -5.7323 5.0765 1.8892  -0.4091
C14 -5.0256 3.9699 2.3429  -0.1237
H19 -4.2584 4.8164 5.3768  0.3352
H20 -5.5017 6.8670 4.7424  0.3375
H21 -6.4619 7.0242 2.4361  0.3511
H22 -6.1089 5.0992 0.8752  0.3397
H23 -4.8420 3.1281 1.6842  0.3491
N3 -0.0372 -3.0238 0.2277  -0.2051
C15 -0.8464 -3.9638 0.6986  -0.2958
C16 -0.9537 -5.2297 0.1346  -0.4854
C17 -0.1799 -5.5267 -0.9766  -0.2645
C18 0.6649 -4.5472 -1.4740  -0.6024
C19 0.7019 -3.3124 -0.8370  -0.3572
H24 -1.4375 -3.6961 1.5683  0.3724
H25 -1.6292 -5.9584 0.5630  0.4007
H26 -0.2349 -6.5012 -1.4455  0.3965
H27 1.2866 -4.7244 -2.3421  0.4102
H28 1.3508 -2.5243 -1.2047  0.6507
N4 -2.0989 -2.1199 -5.5403  -0.3607
C20 -3.2979 -2.5036 -5.1172  -0.1355
C21 -4.4637 -2.2934 -5.8420  -0.4888
C22 -4.3760 -1.6504 -7.0660  -0.1650
C23 -3.1285 -1.2442 -7.5114  -0.5563
C24 -2.0223 -1.5007 -6.7125  -0.0438
H29 -3.3356 -2.9972 -4.1519  0.3714
H30 -5.4139 -2.6243 -5.4451  0.3451
H31 -5.2627 -1.4647 -7.6582  0.3594
H32 -3.0063 -0.7316 -8.4561  0.3476
H33 -1.0341 -1.1857 -7.0303  0.3416
N5 3.1855 -1.9736 2.9692  -0.3322
C25 4.3584 -1.7441 3.5417  -0.2879
C26 5.4899 -2.5105 3.2837  -0.4767
C27 5.3878 -3.5610 2.3857  -0.2609
C28 4.1628 -3.7998 1.7821  -0.4276
C29 3.0901 -2.9768 2.1067  -0.0475
H34 4.4026 -0.9054 4.2285  0.4232
H35 6.4258 -2.2775 3.7749  0.3611
H36 6.2476 -4.1787 2.1573  0.3609
H37 4.0312 -4.6036 1.0688  0.3701
H38 2.1185 -3.1225 1.6484  0.3117

=====

Record 3
The following is a DFT calculation (ωB97M-V/def2-TZVPD) of an isolated ion of composition C6H6Cl2IN2S and charge +1.

Output
2S+1	1
LUMO (alpha / beta)	-6.16 / -6.17	eV
gap between HOMO and LUMO (alpha / beta)	5.363 / 5.355	eV
HOMO level (alpha / beta)	-11.527 / -11.522	eV
charge	+1

Last column: Mulliken charge in e.
Element x y z (Å)
C1 2.5688 -1.2520 0.8533  0.0036
C2 1.4170 -1.1080 -1.3281  0.3729
C3 -1.5258 1.1031 -0.2165  -0.4386
C4 -2.2576 0.1442 0.6576  -0.5490
C5 0.1194 0.1542 1.2654  0.0519
C6 -0.0362 0.5563 -0.1576  -0.3345
N1 2.1768 -1.1297 -0.3228  -0.0235
N2 0.2393 -0.3622 -1.1658  -0.1345
S1 -1.2756 -0.2724 2.0630  0.0887
Cl1 3.8307 -0.4728 1.5623  -0.0014
Cl2 1.5599 -2.2628 -2.5577  -0.1009
I1 1.5009 2.3389 -0.3470  0.1745
H1 -1.9985 0.9096 -1.2184  0.2750
H2 -1.6945 2.2290 0.0750  0.3335
H3 -3.3536 0.4657 0.9146  0.4350
H4 -2.3389 -0.9526 0.1485  0.3287
H5 1.0865 0.1796 1.8446  0.2977
H6 -0.0184 -0.2682 -2.0704  0.2211

=====

Record 4
The following is a DFT calculation (ωB97M-V/def2-TZVPD) of C20H42AlBr3CaCl4F6N2O14PS2SiTa as an isolated structure.

Output
2S+1	1
LUMO	-5.51	eV
gap between HOMO and LUMO	1.332	eV
HOMO level	-6.840	eV

Last column: Mulliken charge in e.
Element x y z (Å)
C1 2.0659 -0.3456 3.3912  -0.8859
C2 2.1964 0.3953 2.0499  0.3882
N1 0.9073 0.8887 1.5152  -0.0825
Ta1 -0.2382 0.2224 -0.0146  -0.1571
Br1 -1.7463 -1.0163 1.6605  -0.3349
C3 0.8247 1.2813 -1.6529  -0.8136
C4 2.3681 1.3128 -1.5354  -0.6590
C5 2.9741 2.6963 -1.6841  0.4730
F1 2.8182 3.1390 -2.9499  -0.3275
Br2 4.8986 2.4724 -1.4343  -0.1091
C6 2.4300 3.8047 -0.6900  0.4351
F2 1.9232 4.7992 -1.4482  -0.2953
F3 1.4209 3.3443 0.0561  -0.1342
Br3 3.6947 4.5929 0.5050  -0.1146
P1 1.1736 -2.0134 -0.3411  0.4687
C7 0.2799 -3.2111 -1.3193  -0.9740
O1 1.3147 -2.7620 1.0632  -0.3380
Si1 -1.9442 2.2841 -0.0612  0.4858
C8 -1.5639 3.5606 1.2333  -1.2143
C9 -2.0196 3.0835 -1.7876  -1.2065
C10 -3.6732 1.6922 0.2399  -0.8273
H1 2.8054 0.0277 4.0911  0.0852
H2 1.0847 -0.2088 3.8343  0.4546
H3 2.3027 -1.3997 3.2839  0.0166
H4 2.8161 1.2673 2.2541  -0.1989
H5 2.7903 -0.1973 1.3597  0.3523
H6 0.2857 0.9153 2.3225  0.3203
H7 -1.2385 -0.5693 -1.3039  0.2969
H8 0.4879 2.3039 -1.7755  0.0276
H9 0.5534 0.7825 -2.5811  0.3221
H10 2.7675 0.7575 -2.3782  0.5371
H11 2.7957 0.8391 -0.6583  0.0756
H12 0.2364 -2.8404 -2.3366  0.2783
H13 -0.7189 -3.3035 -0.9020  0.3106
H14 0.7949 -4.1678 -1.2903  0.4952
H15 0.8108 -2.3055 1.7607  0.2208
H16 -2.5599 3.8569 1.6553  0.6449
H17 -0.9875 4.4146 0.8510  0.3952
H18 -0.9798 3.1618 2.0539  0.2322
H19 -1.9912 2.4154 -2.6384  -0.1657
H20 -1.1534 3.7484 -1.8995  0.7584
H21 -2.8969 3.6860 -1.8103  0.4601
H22 -3.8421 1.8291 1.3077  0.3910
H23 -3.8097 0.7045 -0.1913  0.2932
H24 -4.3495 2.3721 -0.2860  0.3893
Ca1 -3.4811 5.1267 -0.9322  1.4619
C11 -3.5787 -2.3150 -5.0898  -0.7602
C12 -4.0577 -1.2195 -6.0531  -0.3357
C13 -3.8053 0.1299 -5.3691  -0.8399
S1 -2.4058 -0.1191 -4.2694  1.4359
O2 -2.8488 0.0564 -2.9071  -0.6125
O3 -1.2531 0.6072 -4.7511  -0.8144
C14 -2.2060 -1.8679 -4.5936  -0.5301
H25 -3.5267 -3.2879 -5.5745  0.4183
H26 -4.2696 -2.3938 -4.2481  0.2835
H27 -3.4888 -1.2747 -6.9828  0.2726
H28 -5.1084 -1.3362 -6.3061  0.1148
H29 -3.5553 0.9122 -6.0796  0.3461
H30 -4.6508 0.4413 -4.7585  0.4293
H31 -1.8863 -2.3686 -3.6824  0.1275
H32 -1.4471 -1.9721 -5.3686  0.3943
F4 4.8292 2.7809 2.2121  -0.0444
C15 3.2715 2.9539 6.4919  -0.8759
S2 4.6983 1.8663 6.5073  0.4648
O4 4.2734 0.5872 5.8776  -0.5416
C16 4.7425 1.6296 8.2808  -1.0212
H33 3.0471 3.1999 5.4550  0.2363
H34 2.4212 2.4425 6.9424  0.3127
H35 3.5064 3.8652 7.0411  0.4056
H36 3.7922 1.2148 8.6159  0.3132
H37 4.9369 2.5871 8.7625  0.3751
H38 5.5484 0.9347 8.5042  0.3321
C17 -7.5194 0.6109 -7.3016  -0.0539
Cl1 -6.9674 -0.3176 -8.6991  -0.1245
Cl2 -7.8452 -0.4541 -5.9331  -0.1208
Cl3 -6.3481 1.8485 -6.8644  -0.0603
H39 -8.4438 1.1035 -7.5683  0.3713
O5 -6.0988 5.8150 -3.5229  -0.7076
Cl4 -6.7959 4.6169 -3.0925  1.6893
O6 -6.2744 4.3051 -1.7422  -0.7272
O7 -6.4811 3.5214 -3.9590  -0.5248
O8 -8.1955 4.8323 -3.0007  -0.6125
Al1 5.7847 2.1861 3.4355  0.1235
F5 -4.0419 3.5167 1.9840  -0.7493
C18 3.6541 -4.8699 2.8920  -0.1991
C19 3.3461 -6.3287 3.1554  0.2736
O9 3.5460 -6.4200 4.5553  -0.3057
C20 3.2855 -5.2008 5.0950  0.5993
O10 3.1043 -4.9839 6.2421  -0.5003
O11 3.2537 -4.2510 4.1173  -0.2669
F6 4.2021 -7.1331 2.5047  -0.2297
H40 4.7212 -4.7119 2.7324  0.2812
H41 3.0970 -4.4587 2.0545  0.0737
H42 2.3236 -6.6310 2.9183  0.2506
N2 6.2724 -9.5236 2.6896  1.0410
O12 6.6575 -8.7750 3.5975  -0.5328
O13 6.8759 -9.5443 1.6074  -0.5650
O14 5.2809 -10.2451 2.8601  -0.5415